Computed, not measured: a molecular structure, C49H42ClFI3N4O12PS3 in a non-equilibrium geometry, with wB97M-V/def2-TZVPD.

Structure (XYZ):
```
116
Properties=species:S:1:pos:R:3:forces:R:3:lowdin_charge:R:1
C -3.033 3.931 7.552 -0.3506 -0.7162 1.4189 0.08
C -2.700 3.984 6.408 0.8368 -0.4628 -2.2016 -0.14
C -2.215 3.904 4.971 -0.6820 0.4408 0.8775 -0.19
C -3.425 3.947 3.965 0.4255 0.6278 0.1154 -0.15
C -2.997 4.365 2.498 -0.0538 -0.2273 0.5165 -0.17
C -1.537 3.951 2.259 -0.1188 0.4553 -0.6926 -0.20
C -0.507 4.941 2.293 0.5911 -0.6655 -0.2362 -0.51
I -0.874 7.022 2.611 0.0994 -0.8427 -0.0716 0.97
C 0.853 4.578 2.086 -2.0880 -0.8467 0.1627 -0.27
F 1.788 5.541 2.127 -0.2057 -0.7104 -0.1055 0.03
C 1.185 3.223 1.852 1.3474 0.2880 -0.1619 -0.08
C 2.673 2.899 1.604 0.2528 0.7338 -0.5657 -0.11
C 2.983 2.771 0.056 -0.7824 -0.7488 -0.0172 -0.17
C 3.905 1.557 -0.282 -0.1193 0.1832 0.6459 -0.24
C 5.432 1.885 -0.274 -1.0634 -0.3403 0.6266 -0.23
S 6.297 0.400 0.381 0.8891 -1.7796 -2.6885 0.36
O 7.685 0.370 -0.008 -0.4284 1.1967 1.0802 -0.34
O 5.615 -0.805 -0.040 -0.5766 1.0639 0.9375 -0.35
Cl 6.095 0.566 2.431 -0.0191 0.1869 -0.3660 0.36
C 0.183 2.234 1.815 -1.7651 0.0887 0.5570 0.00
C -1.199 2.584 2.011 0.9958 0.6770 0.0884 -0.01
C -2.260 1.483 1.938 0.6756 -0.5463 0.5326 -0.23
O -3.408 1.666 1.621 0.0941 0.2563 -0.1183 0.11
C -1.813 0.068 2.350 0.6926 -0.2351 0.1228 0.02
C -2.712 -0.876 2.898 1.2694 -0.1668 0.1773 -0.15
N -4.120 -0.603 3.079 0.4950 -0.4220 -0.5812 0.13
C -4.739 -0.843 2.061 -0.3300 0.0491 -1.3298 -0.71
S -5.358 -1.115 0.627 0.0564 0.2290 1.3838 0.78
C -2.218 -2.163 3.263 0.3635 0.0428 0.7181 -0.22
C -3.195 -3.194 3.807 -0.1474 -0.4191 -0.6031 -0.78
I -3.802 -3.187 5.864 0.3592 0.5056 -1.0196 0.81
C -3.653 -4.101 2.917 0.2285 0.4570 0.2034 -0.78
C -3.223 -4.072 1.424 -0.8709 -0.5730 0.2990 -0.14
I -5.017 -5.625 3.549 0.6257 0.4677 -0.6414 0.82
C -0.841 -2.508 3.115 -0.2490 0.9271 -0.7733 -0.22
P -0.337 -4.237 3.640 -0.5384 0.2670 0.4370 0.44
S -0.425 -4.543 5.547 0.2818 0.0351 -0.1268 0.18
C 0.090 -1.552 2.555 -0.9040 -0.8142 -0.2538 -0.12
C 1.567 -1.965 2.425 0.2993 0.8896 1.2290 -0.09
C 2.166 -2.096 3.894 0.4044 -0.6635 -1.2462 -0.16
O 1.415 -1.274 4.793 0.1017 -0.2778 0.7191 -0.02
C 1.675 -1.555 6.102 -0.3326 0.1174 1.5681 -0.53
C 0.983 -0.702 7.190 -0.4201 0.2284 -0.7101 0.02
O 2.416 -2.426 6.466 0.2493 -0.0577 -0.6634 0.09
C -0.434 -0.298 2.170 -0.3867 0.1933 0.3309 -0.01
C 0.458 0.751 1.533 0.1104 0.9306 0.0466 -0.23
O 1.361 0.475 0.777 -0.1457 -0.4055 0.1018 0.11
H -3.287 3.630 8.563 0.0845 0.6193 -0.6779 0.03
H -1.533 4.770 4.824 -0.4029 -0.5375 -0.0897 0.09
H -1.625 2.975 4.844 -0.2454 0.4957 0.1565 0.12
H -4.072 4.766 4.345 0.0060 -0.8126 -0.2700 0.11
H -3.952 2.974 3.985 0.1690 0.6098 0.0122 0.11
H -3.652 3.918 1.726 0.4045 0.0979 0.6564 0.11
H -3.158 5.457 2.431 0.5642 -0.6166 -0.0873 0.04
H 3.308 3.742 1.956 -0.5665 -0.6073 0.2359 0.12
H 2.960 1.991 2.164 -0.1107 0.3605 -0.4144 0.11
H 2.005 2.552 -0.428 0.6768 0.1924 0.1528 0.10
H 3.326 3.733 -0.380 0.0096 -0.5230 0.3866 0.12
H 3.581 1.102 -1.236 0.5165 0.2330 0.5284 0.09
H 3.730 0.800 0.510 -0.0684 0.3760 -0.6105 0.07
H 5.786 2.080 -1.302 0.3132 -0.1941 0.6718 0.11
H 5.637 2.697 0.446 0.1873 -0.2975 -0.5515 0.10
H -3.925 -4.721 0.864 0.5034 0.3487 0.1967 0.06
H -3.306 -3.060 0.989 0.1460 -0.4413 0.3540 0.04
H -2.194 -4.456 1.276 -0.5506 0.2045 0.0910 0.06
H -1.213 -5.094 2.913 0.5677 0.3502 -0.0003 -0.02
H 0.940 -4.448 3.060 -0.5252 0.0405 -0.1425 -0.01
H 2.200 -1.223 1.914 -0.7325 -0.3751 -0.0625 0.10
H 1.659 -2.929 1.890 0.0036 0.5964 0.2906 0.11
H 2.160 -3.171 4.151 -0.1242 0.6964 0.5495 0.09
H 3.223 -1.766 3.938 -0.5493 -0.2133 -0.2211 0.14
H 0.470 0.189 6.782 0.3966 -0.3434 0.2102 0.08
H 0.214 -1.297 7.725 0.5062 0.0635 -0.5240 0.09
H 1.746 -0.432 7.942 -0.3588 -0.0479 -0.5610 0.09
C -2.465 -8.798 -1.368 -0.0083 -0.0023 -0.0302 -0.07
C -2.927 -7.901 -0.414 0.1045 -0.1266 -0.0543 -0.06
C -2.470 -7.982 0.893 -0.1415 0.2750 0.0581 -0.01
C -1.549 -8.960 1.229 -0.1383 0.0223 -0.4418 -0.14
C -1.086 -9.866 0.288 0.1528 -0.1999 -0.0680 0.00
C -1.549 -9.782 -1.017 -0.1026 0.1435 0.0441 -0.06
N -1.046 -9.029 2.607 0.1016 -0.0120 0.3193 -0.35
O -1.487 -8.228 3.411 0.0517 -0.0485 -0.1635 0.06
O -0.214 -9.878 2.863 -0.1288 0.0845 -0.0849 0.08
H -2.819 -8.730 -2.390 0.0074 -0.0103 0.0425 0.11
H -3.642 -7.137 -0.690 0.0136 -0.0248 0.0497 0.10
H -2.836 -7.279 1.630 0.0931 -0.1391 0.1189 0.07
H -0.371 -10.632 0.554 -0.0279 0.1043 0.1628 0.12
H -1.193 -10.482 -1.762 0.0072 0.0079 0.0566 0.11
C -0.188 2.849 -5.066 -0.0709 0.0110 0.0225 -0.07
C 0.751 3.651 -5.702 -0.0166 -0.1085 0.1276 -0.08
C 2.100 3.497 -5.422 0.0585 0.1847 -0.1830 0.00
C 2.495 2.534 -4.507 -0.4537 0.0039 -0.0857 -0.14
C 1.567 1.732 -3.861 -0.0214 -0.1773 0.1745 0.00
C 0.219 1.894 -4.143 0.0487 0.1482 -0.1018 -0.06
N 3.923 2.351 -4.227 0.1881 0.0120 -0.0164 -0.34
O 4.712 3.082 -4.794 -0.1084 -0.0826 0.1011 0.09
O 4.237 1.474 -3.441 0.0081 0.1381 -0.1106 0.06
H -1.240 2.968 -5.291 0.0498 -0.0223 -0.0206 0.11
H 0.429 4.395 -6.419 0.0273 -0.0144 0.0345 0.11
H 2.825 4.125 -5.921 0.1073 -0.1162 0.1164 0.12
H 1.877 0.984 -3.143 0.1479 0.0623 -0.0729 0.12
H -0.515 1.272 -3.647 0.0564 0.0030 -0.0020 0.11
C 1.193 4.924 -11.556 0.0098 0.0170 -0.0166 -0.07
C 1.592 4.441 -10.316 -0.1093 0.0277 -0.1092 -0.06
C 0.717 3.683 -9.552 0.1686 -0.0295 0.1799 -0.01
C -0.550 3.412 -10.044 0.3139 0.2498 -0.2529 -0.14
C -0.962 3.894 -11.276 -0.1901 0.0111 -0.1831 0.00
C -0.083 4.655 -12.033 0.1274 -0.0132 0.1226 -0.06
N -1.469 2.589 -9.249 -0.1855 -0.1509 0.1145 -0.35
O -1.082 2.198 -8.162 -0.0294 0.0946 -0.1137 0.07
O -2.561 2.341 -9.721 0.1492 0.0610 0.0520 0.08
H 1.880 5.512 -12.152 -0.0295 -0.0181 0.0276 0.11
H 2.587 4.654 -9.946 -0.0447 -0.0294 0.0157 0.11
H 1.035 3.309 -8.588 -0.1628 -0.1023 -0.0410 0.10
H -1.953 3.686 -11.655 0.0138 -0.0946 0.1658 0.12
H -0.392 5.035 -12.998 -0.0247 -0.0308 0.0428 0.11
```
Forces are in eV/Å.

* charge: 0
* orbital gap: 7.02 eV

---

Computed, not measured: a molecular structure, C49H42CoNOP2 in a non-equilibrium geometry, with wB97M-V/def2-TZVPD.

Structure (XYZ):
```
96
Properties=species:S:1:pos:R:3:forces:R:3:lowdin_charge:R:1
Co 0.093 0.391 0.204 -0.7839 -3.5937 -2.0789 0.19
P -0.340 1.583 -1.818 -1.7737 1.1744 -2.2465 1.09
C -0.177 1.784 1.183 -0.8956 6.7730 4.6515 -0.21
O -0.308 2.733 1.848 0.3677 -3.4976 -2.4812 0.17
P 1.810 -0.404 1.546 1.5716 -1.5610 2.8969 1.07
C -1.847 2.594 -1.479 -0.0526 0.2448 0.0973 -0.36
C -0.889 0.491 -3.187 0.1559 -0.3597 -0.0859 -0.36
C 0.785 2.748 -2.706 0.7098 0.1457 0.3618 -0.34
C 3.321 0.571 1.972 0.0473 0.7271 -0.4757 -0.31
C 1.098 -0.700 3.223 -0.3232 0.1200 -0.0173 -0.33
C 2.478 -2.032 1.065 0.1926 -0.1116 -0.5352 -0.34
C -1.959 3.944 -1.852 -0.0057 -0.2410 0.0225 -0.06
C -3.147 4.645 -1.613 0.1008 -0.2758 -0.0483 -0.05
C -4.239 3.996 -1.034 0.1283 -0.1164 -0.0633 -0.05
C -4.140 2.650 -0.663 0.2666 -0.0115 -0.1537 -0.06
C -2.944 1.962 -0.873 0.0420 -0.0340 0.0632 -0.12
H -1.126 4.427 -2.362 -0.2559 -0.0049 0.1914 0.11
H -3.217 5.690 -1.915 -0.0231 -0.3058 0.1010 0.12
H -5.180 4.527 -0.897 0.2504 -0.0916 0.0288 0.12
H -4.997 2.122 -0.240 0.2401 0.2272 -0.0751 0.11
H -2.869 0.902 -0.606 -0.0641 0.4844 -0.0819 0.06
C 1.424 3.767 -1.971 -0.0559 -0.1295 -0.2411 -0.11
C 2.198 4.731 -2.620 -0.1408 -0.0702 0.0449 -0.06
C 2.346 4.697 -4.008 -0.1675 -0.2090 0.0259 -0.05
C 1.759 3.667 -4.743 -0.0707 -0.0134 0.2755 -0.05
C 1.004 2.689 -4.095 -0.3201 -0.1486 0.2207 -0.06
H 1.287 3.828 -0.891 0.0293 0.0479 -0.1636 0.10
H 2.666 5.530 -2.046 -0.1222 -0.2190 -0.1082 0.12
H 2.907 5.474 -4.523 -0.0479 -0.1623 0.1576 0.12
H 1.867 3.622 -5.825 0.0268 0.0152 0.2831 0.12
H 0.555 1.888 -4.680 0.0820 0.2339 0.1014 0.10
C -2.108 0.654 -3.861 0.2171 -0.0081 0.1856 -0.06
C -2.449 -0.209 -4.904 0.0662 0.0900 0.1697 -0.05
C -1.576 -1.229 -5.280 0.0135 0.0584 0.0044 -0.06
C -0.337 -1.364 -4.653 -0.0213 0.1010 0.1422 -0.07
C 0.004 -0.509 -3.607 -0.3118 -0.0320 -0.0410 -0.13
H -2.778 1.464 -3.574 0.0953 -0.2629 -0.0928 0.11
H -3.403 -0.072 -5.415 0.2927 -0.0976 0.1234 0.12
H -1.865 -1.923 -6.068 0.1082 0.1898 0.1158 0.12
H 0.354 -2.147 -4.966 -0.1680 0.2119 0.0665 0.12
H 0.968 -0.621 -3.109 -0.1037 -0.0054 -0.1157 0.10
C 0.654 -1.966 3.627 0.0268 0.0165 -0.1129 -0.11
C 0.124 -2.156 4.900 0.0328 0.1515 -0.1397 -0.06
C 0.000 -1.072 5.770 0.0082 -0.1215 -0.1250 -0.05
C 0.383 0.204 5.358 0.0029 0.0052 -0.1645 -0.05
C 0.927 0.394 4.086 0.0764 -0.1458 0.0326 -0.09
H 0.752 -2.813 2.945 -0.1139 0.2116 0.2780 0.10
H -0.183 -3.159 5.197 0.0569 0.2870 0.0233 0.12
H -0.395 -1.235 6.770 0.0573 0.1058 -0.1741 0.12
H 0.263 1.056 6.028 0.0744 -0.2358 -0.1658 0.12
H 1.251 1.390 3.778 -0.0438 -0.2532 0.1619 0.10
C 3.337 1.965 1.776 0.1661 -0.2261 0.1690 -0.10
C 4.439 2.726 2.181 -0.0509 -0.0854 0.0568 -0.06
C 5.526 2.110 2.804 -0.1833 -0.2079 -0.0413 -0.05
C 5.533 0.723 2.982 -0.3387 0.0104 -0.1748 -0.04
C 4.451 -0.042 2.538 -0.1582 0.0722 0.0555 -0.06
H 2.485 2.472 1.320 0.1934 -0.0578 0.0895 0.08
H 4.446 3.806 2.028 -0.0485 -0.3306 0.0301 0.12
H 6.371 2.702 3.154 -0.2297 -0.1090 -0.1367 0.12
H 6.374 0.230 3.471 -0.2299 0.1599 -0.2176 0.12
H 4.480 -1.124 2.642 0.1020 0.3386 0.0544 0.09
C 3.040 -2.933 1.988 -0.0399 -0.1320 -0.1040 -0.11
C 3.500 -4.183 1.567 -0.1332 0.3771 -0.1028 -0.04
C 3.409 -4.535 0.219 -0.0499 0.1203 0.0629 -0.05
C 2.932 -3.617 -0.719 0.0422 0.0839 0.0256 -0.06
C 2.494 -2.359 -0.303 -0.0063 -0.3069 0.4688 -0.11
H 3.122 -2.662 3.042 -0.1633 -0.1645 -0.3218 0.11
H 3.930 -4.867 2.300 -0.1478 0.1545 -0.2649 0.12
H 3.724 -5.526 -0.099 -0.0094 0.2082 0.0024 0.12
H 2.911 -3.875 -1.779 0.0395 0.0598 0.3110 0.12
H 2.184 -1.619 -1.041 -0.0877 -0.2423 0.0102 0.07
H 1.499 1.111 -0.287 1.1899 -0.9461 -1.3197 0.05
H 1.551 0.311 -0.642 0.6811 1.9623 0.2552 0.07
C -3.459 -2.196 3.823 0.0815 -0.2647 -0.0876 -0.03
C -3.153 -0.848 3.651 0.2200 0.5373 -0.2318 -0.04
C -2.350 -0.423 2.599 0.1420 0.0792 0.3621 0.00
C -1.913 -1.358 1.631 -0.2623 -0.1306 -0.3553 -0.27
C -2.120 -2.739 1.893 -0.5032 -0.2538 -0.2481 0.00
C -2.882 -3.147 2.974 0.2716 -0.0959 -0.1797 -0.04
N -1.410 -0.982 0.391 0.0430 0.6528 1.2183 0.05
C -2.020 -1.671 -0.667 -0.5273 -1.1099 -0.7619 -0.31
C -1.303 -2.608 -1.432 -0.1095 0.4815 0.0212 -0.03
C -1.971 -3.425 -2.336 -0.0890 -0.0086 0.0839 -0.06
C -3.347 -3.290 -2.532 -0.0971 0.2604 -0.0885 -0.05
C -4.059 -2.309 -1.832 0.1151 -0.0989 0.0473 -0.04
C -3.415 -1.528 -0.883 0.4089 -0.2233 0.5099 -0.02
H -4.129 -2.517 4.619 0.2206 0.1243 -0.1353 0.13
H -3.570 -0.102 4.325 0.1310 -0.1783 -0.0946 0.12
H -2.093 0.630 2.504 -0.2496 -0.1788 -0.1035 0.10
H -1.690 -3.458 1.190 -0.2268 0.1833 0.3083 0.13
H -3.032 -4.210 3.150 -0.0303 0.2441 -0.0370 0.12
H -0.229 -2.699 -1.272 -0.1654 -0.1137 -0.0100 0.10
H -1.414 -4.192 -2.869 -0.1204 0.1686 0.0355 0.12
H -3.875 -3.928 -3.246 0.2592 0.1899 0.2641 0.12
H -5.131 -2.179 -1.992 0.3342 -0.0874 0.0302 0.12
H -3.976 -0.837 -0.246 0.1420 -0.2195 -0.2952 0.12
```
Forces are in eV/Å.

* charge: +2
* expectation value of S²: 6.063
* orbital gap (spin up / spin down): 7.75 / 5.80 eV
* ΔE to the lowest compared entry with this formula, charge and spin: 0.000 eV
* 2S+1: 5